{
  "formula": "C4H7NO",
  "method": "ωB97M-V with the def2-TZVPD basis set",
  "largest_force_ev_per_a": 0.47,
  "relative_energy_kcal_mol": 31.1,
  "e_tot_ha": -286.58201,
  "e_lumo_ha": 0.0384,
  "gap_ev": 10.57,
  "smiles": "O=CNC1CC1",
  "symbols": ["O", "C", "N", "C", "C", "C", "H", "H", "H", "H", "H", "H", "H"],
  "coordinates": [[2.91958, -1.44202, -0.19194], [2.00798, -0.71956, -0.54696], [0.99806, -0.33121, 0.28564], [-0.08137, 0.56248, -0.05536], [-1.26844, 0.62060, 0.84710], [-1.39616, -0.05698, -0.48597], [1.94163, -0.31358, -1.57730], [1.03582, -0.72743, 1.21587], [0.23690, 1.52232, -0.45930], [-1.25010, 0.03744, 1.76342], [-1.72917, 1.59992, 0.93729], [-2.00784, 0.39114, -1.26594], [-1.40688, -1.14312, -0.46654]],
  "nbo_charge": [-0.604, 0.533, -0.625, -0.070, -0.417, -0.427, 0.111, 0.402, 0.211, 0.217, 0.223, 0.221, 0.223]
}